Entry 1:
9
Properties=species:S:1:pos:R:3:forces:R:3 method="wB97M-V/def2-TZVPD" smiles="S=C1NCN1" homo_lumo_gap_ev=9.606 e_tot_ha=-586.23971 lumo_energy_ev=0.80
S 0.921458 0.690840 -2.474082 0.40 -0.04 -0.37
C 0.367846 0.239104 -1.047496 -2.28 1.89 1.74
N 0.067005 -0.855779 -0.365054 0.05 -2.48 1.69
C -0.364482 -0.164502 0.866569 -1.86 -1.91 2.18
N -0.299616 1.090359 0.137487 0.28 -2.23 -2.98
H 0.192529 -1.874289 -0.533730 0.00 1.42 -0.16
H -1.473014 -0.362796 1.186031 1.75 0.11 -0.97
H 0.174434 -0.463994 1.898164 -0.24 1.19 -2.57
H 0.413840 1.701057 0.332111 1.90 2.06 1.43

---

Entry 2:
9
Properties=species:S:1:pos:R:3:forces:R:3 method="wB97M-V/def2-TZVPD" smiles="[H]/N=C(/N)C=S" homo_lumo_gap_ev=8.347 e_tot_ha=-586.24080 lumo_energy_ev=-1.01
H -0.608179 -1.873468 0.139174 -3.02 2.51 -0.82
N -1.243028 -0.936315 -0.048057 2.87 -1.90 0.74
C -0.311566 -0.004153 -0.035824 -2.96 -2.19 0.79
N -0.716742 1.301074 0.010730 5.26 1.86 -0.72
C 1.053500 -0.638762 0.036174 -0.03 3.80 -0.67
S 2.438819 0.156822 -0.016359 0.29 -0.02 0.19
H -1.652923 1.643462 0.095133 -0.17 -0.49 -0.08
H 0.115850 2.020947 -0.120619 -2.76 -1.93 0.46
H 0.924268 -1.669609 -0.060353 0.52 -1.66 0.11